{"formula": "C3H10NO2", "method": "ωB97M-V with the def2-TZVPD basis set", "de_lowest_kj_mol": 776.0, "e_tot_ha": -325.02197, "gap_ha": 0.1900, "lumo_energy_ev": -9.3145, "charge": 1, "symbols": ["O", "C", "C", "C", "N", "H", "H", "H", "H", "H", "H", "H", "H", "H", "H", "O"], "xyz": [[2.16, 1.56, 1.10], [1.69, 0.52, 1.41], [0.51, -0.09, 0.55], [-0.73, -0.17, 1.36], [0.32, 0.54, -0.72], [2.05, 0.08, 2.35], [0.88, -1.08, 0.30], [-1.16, 0.82, 1.54], [-0.64, -0.75, 2.27], [-1.42, -0.93, 0.71], [0.76, 0.07, -1.49], [-0.66, 0.79, -0.82], [-1.21, -1.73, -0.26], [-2.31, -1.90, -3.45], [-2.38, -1.66, -1.91], [-2.79, -1.44, -2.75]]}

=====

{"formula": "C26H33InN4O3", "method": "ωB97M-V with the def2-TZVPD basis set", "de_lowest_kj_mol": 43.0, "e_tot_ha": -1644.78422, "gap_ha": 0.2258, "lumo_energy_ev": -8.1996, "charge": 2, "symbols": ["In", "C", "C", "C", "C", "C", "C", "C", "C", "C", "C", "H", "H", "H", "H", "H", "H", "H", "H", "H", "H", "H", "H", "H", "H", "O", "N", "N", "O", "C", "C", "C", "C", "C", "C", "H", "H", "H", "H", "H", "C", "C", "N", "C", "C", "C", "O", "C", "C", "C", "C", "N", "C", "H", "H", "H", "H", "H", "H", "H", "H", "H", "H", "H", "H", "H", "H"], "xyz": [[-0.06, 0.28, -2.25], [2.87, -1.11, 2.25], [2.67, -1.70, 0.86], [3.82, -2.66, 0.50], [2.49, -0.66, -0.23], [2.36, 0.71, 0.05], [2.23, 1.65, -0.95], [2.28, 1.29, -2.32], [2.41, 2.33, -3.41], [2.39, -0.10, -2.60], [2.47, -1.04, -1.57], [2.97, -1.92, 2.97], [2.05, -0.48, 2.57], [3.80, -0.53, 2.29], [1.74, -2.29, 0.87], [4.75, -2.11, 0.37], [3.64, -3.24, -0.40], [3.97, -3.36, 1.32], [2.35, 1.05, 1.08], [2.16, 2.70, -0.70], [1.49, 2.50, -3.97], [3.17, 2.02, -4.13], [2.71, 3.29, -2.99], [2.49, -0.42, -3.63], [2.57, -2.08, -1.84], [-1.62, -0.97, -1.64], [-1.81, -2.07, -2.31], [-0.87, -2.35, -3.11], [0.18, -1.56, -3.23], [-0.95, -3.52, -3.95], [0.11, -3.79, -4.79], [0.05, -4.91, -5.60], [-1.07, -5.74, -5.55], [-2.12, -5.45, -4.69], [-2.08, -4.33, -3.88], [0.98, -3.14, -4.82], [0.86, -5.14, -6.27], [-1.12, -6.61, -6.19], [-2.98, -6.10, -4.65], [-2.90, -4.10, -3.22], [-3.81, 3.35, 4.27], [-3.35, 2.04, 3.64], [-1.95, 1.74, 3.89], [-1.56, 1.41, 5.27], [-0.79, 2.54, 5.94], [-0.99, 1.69, 2.96], [0.16, 1.31, 3.14], [-1.28, 2.13, 1.54], [-1.71, 3.39, 1.18], [-1.74, 3.75, -0.17], [-1.31, 2.84, -1.10], [-0.87, 1.61, -0.75], [-0.87, 1.26, 0.54], [-4.84, 3.56, 3.98], [-3.20, 4.19, 3.95], [-3.77, 3.30, 5.35], [-3.53, 2.04, 2.56], [-3.94, 1.21, 4.04], [-0.95, 0.50, 5.24], [-2.47, 1.18, 5.81], [0.14, 2.74, 5.42], [-0.54, 2.25, 6.97], [-1.38, 3.45, 5.98], [-2.02, 4.10, 1.94], [-2.07, 4.72, -0.49], [-1.30, 3.08, -2.16], [-0.52, 0.27, 0.80]]}

=====

{"formula": "C28H45ClFN4O7", "method": "ωB97M-V with the def2-TZVPD basis set", "multiplicity": 3, "e_tot_ha": -2398.73507, "gap_ha": [0.1584, 0.1789], "lumo_energy_ev": [-6.0759, -6.0762], "charge": 1, "symbols": ["O", "N", "O", "C", "C", "C", "O", "O", "C", "C", "C", "C", "O", "Cl", "N", "C", "C", "C", "F", "H", "H", "H", "H", "H", "H", "H", "H", "H", "C", "C", "C", "C", "C", "C", "N", "O", "C", "C", "C", "H", "H", "H", "H", "H", "H", "H", "H", "H", "H", "H", "H", "H", "H", "H", "H", "H", "H", "C", "C", "C", "C", "C", "C", "N", "O", "C", "C", "C", "H", "H", "H", "H", "H", "H", "H", "H", "H", "H", "H", "H", "H", "H", "H", "H", "H", "H"], "xyz": [[1.94, -0.83, -2.31], [2.27, -0.29, -3.35], [2.34, -1.20, -4.37], [2.65, -2.54, -3.85], [1.43, -3.68, -3.72], [-0.14, -3.40, -4.16], [-1.14, -4.11, -3.59], [-0.36, -2.36, -5.22], [1.88, -5.14, -3.09], [3.48, -5.40, -2.69], [3.82, -6.92, -2.13], [5.21, -7.02, -1.27], [6.44, -6.73, -1.70], [5.06, -7.68, 0.49], [4.54, -4.30, -2.88], [4.22, -2.89, -3.41], [5.32, -1.70, -3.63], [6.70, -1.86, -2.75], [7.19, -0.50, -2.31], [-1.33, -2.47, -5.46], [1.06, -5.98, -2.95], [2.92, -7.18, -1.39], [3.74, -7.68, -3.02], [5.56, -4.46, -2.65], [5.66, -1.64, -4.77], [4.89, -0.61, -3.39], [7.53, -2.30, -3.48], [6.61, -2.60, -1.85], [-1.08, 5.02, 0.39], [0.38, 5.23, -0.10], [0.39, 5.32, -1.64], [0.12, 3.97, -2.31], [1.09, 2.91, -1.81], [1.19, 2.81, -0.26], [1.28, 4.14, 0.42], [2.61, 4.59, 0.31], [-0.01, 2.02, 0.31], [2.41, 1.87, 0.06], [0.75, 6.64, 0.48], [-1.67, 5.93, 0.25], [-1.61, 4.24, -0.15], [-1.11, 4.79, 1.46], [1.37, 5.69, -1.99], [-0.35, 6.05, -1.99], [-0.92, 3.66, -2.13], [0.22, 4.08, -3.39], [0.79, 1.94, -2.23], [2.08, 3.13, -2.23], [0.00, 2.03, 1.41], [0.02, 0.97, 0.00], [-0.98, 2.39, -0.02], [3.34, 2.22, -0.40], [2.24, 0.86, -0.34], [2.57, 1.78, 1.14], [0.75, 6.62, 1.58], [0.03, 7.40, 0.16], [1.73, 6.99, 0.15], [-3.88, -1.83, 4.98], [-3.45, -0.40, 4.56], [-4.64, 0.57, 4.77], [-5.76, 0.36, 3.76], [-5.23, 0.44, 2.34], [-3.99, -0.45, 2.05], [-2.96, -0.39, 3.14], [-2.22, 0.79, 2.95], [-4.43, -1.92, 1.84], [-3.44, -0.04, 0.64], [-2.32, -0.05, 5.58], [-4.00, -1.90, 6.07], [-4.85, -2.13, 4.58], [-3.13, -2.57, 4.68], [-4.29, 1.61, 4.70], [-5.04, 0.46, 5.79], [-6.26, -0.60, 3.93], [-6.53, 1.13, 3.91], [-6.05, 0.19, 1.64], [-4.99, 1.49, 2.13], [-3.55, -2.58, 1.74], [-5.02, -2.03, 0.92], [-5.06, -2.31, 2.63], [-3.20, 1.03, 0.58], [-4.18, -0.23, -0.14], [-2.54, -0.60, 0.39], [-1.47, -0.73, 5.47], [-2.69, -0.15, 6.61], [-1.97, 0.98, 5.49]]}

=====

{"formula": "C18H13F3MnN4OS", "method": "ωB97M-V with the def2-TZVPD basis set", "de_lowest_kj_mol": 0.0, "multiplicity": 5, "e_tot_ha": -2836.68614, "gap_ha": [0.2744, 0.2873], "lumo_energy_ev": [-4.1363, -3.8307], "charge": 1, "symbols": ["Mn", "O", "C", "N", "C", "C", "C", "C", "C", "C", "N", "C", "C", "C", "C", "C", "N", "H", "H", "H", "H", "H", "H", "H", "H", "H", "H", "F", "C", "F", "F", "C", "C", "C", "C", "N", "C", "S", "H", "H", "H"], "xyz": [[0.18, -0.40, 0.29], [0.43, -3.59, 2.66], [0.19, -2.52, 2.14], [0.61, -2.11, 0.91], [1.51, -2.95, 0.15], [2.21, -2.08, -0.85], [3.22, -2.55, -1.68], [3.79, -1.69, -2.60], [3.36, -0.37, -2.66], [2.36, 0.03, -1.81], [1.80, -0.80, -0.92], [-0.63, -1.45, 2.81], [-1.23, -1.65, 4.03], [-1.96, -0.60, 4.58], [-2.06, 0.60, 3.88], [-1.42, 0.71, 2.66], [-0.71, -0.29, 2.14], [0.98, -3.75, -0.37], [2.24, -3.44, 0.81], [3.53, -3.58, -1.61], [4.58, -2.04, -3.26], [3.78, 0.33, -3.37], [1.97, 1.04, -1.83], [-1.12, -2.60, 4.52], [-2.45, -0.72, 5.54], [-2.62, 1.43, 4.28], [-1.48, 1.62, 2.08], [-2.63, 1.08, -3.86], [-3.04, 1.90, -2.88], [-4.06, 1.31, -2.25], [-3.49, 3.02, -3.45], [-1.91, 2.20, -1.92], [-1.46, 3.49, -1.74], [-0.41, 3.76, -0.87], [0.17, 2.71, -0.20], [-0.27, 1.45, -0.37], [-1.29, 1.15, -1.21], [-1.68, -0.53, -1.25], [-1.93, 4.29, -2.29], [-0.05, 4.77, -0.72], [0.99, 2.84, 0.49]]}